A molecular structure, C29H33Cl2N6O8RuS. Source: OMol25; level of theory: ωB97M-V/def2-TZVPD.

Positions of all 80 atoms, in Å:
Ru -0.031 0.200 0.216
O -2.846 2.260 -1.662
C -2.437 1.233 -1.164
O -1.218 0.791 -1.336
C -3.357 0.297 -0.416
C -4.679 0.699 -0.264
C -5.624 -0.124 0.323
C -5.239 -1.383 0.762
C -3.925 -1.794 0.627
C -2.962 -0.967 0.043
S -1.321 -1.645 0.021
H -4.939 1.682 -0.635
H -6.648 0.206 0.433
H -5.962 -2.045 1.222
H -3.624 -2.766 0.999
N 1.283 0.739 -1.286
C 2.544 1.254 -0.739
C 3.712 1.276 -1.743
C 3.881 0.101 -2.715
C 3.921 -1.324 -2.142
N 4.522 -1.465 -0.817
C 5.770 -1.145 -0.510
N 6.701 -1.126 -1.476
N 6.080 -0.876 0.757
C 2.894 0.429 0.520
O 3.951 0.726 1.097
O 2.138 -0.541 0.819
H 1.427 -0.097 -1.847
H 0.730 1.388 -1.846
H 2.368 2.270 -0.392
H 4.612 1.399 -1.135
H 3.637 2.176 -2.357
H 4.784 0.308 -3.294
H 3.069 0.095 -3.449
H 4.398 -2.007 -2.850
H 2.916 -1.711 -2.022
H 3.857 -1.505 -0.048
H 6.491 -1.493 -2.387
H 7.651 -0.879 -1.270
H 5.324 -0.362 1.257
H 7.027 -0.610 0.969
Cl 1.455 2.302 7.403
C 1.560 1.210 6.045
C 2.777 0.615 5.782
C 2.899 -0.246 4.705
C 1.786 -0.522 3.933
C 0.563 0.056 4.227
Cl -0.783 -0.422 3.231
C 0.406 0.982 5.271
N -0.757 1.629 5.612
C -1.923 1.928 4.855
C -3.144 1.548 5.408
C -4.336 1.878 4.790
C -4.315 2.593 3.601
C -3.103 2.978 3.056
C -1.891 2.664 3.669
C -0.608 3.093 3.000
C -0.332 2.258 1.762
O 0.824 1.837 1.447
O -1.313 1.943 1.054
H 3.619 0.846 6.418
H 3.853 -0.693 4.465
H 1.854 -1.177 3.077
H -0.746 2.033 6.533
H -3.139 0.974 6.325
H -5.275 1.568 5.229
H -5.237 2.847 3.096
H -3.083 3.522 2.121
H 0.249 3.068 3.672
H -0.719 4.124 2.653
N -0.009 -5.023 -0.291
C -0.173 -4.533 -1.653
C 0.897 -3.504 -1.972
O 1.260 -3.209 -3.081
O 1.390 -2.886 -0.895
H 0.629 -5.807 -0.247
H -0.886 -5.300 0.124
H 0.993 -3.313 -0.105
H -1.107 -3.968 -1.707
H -0.185 -5.291 -2.438

Its net charge is 0. The multiplicity is 2. As for the gap between HOMO and LUMO (spin up / spin down): 6.785 / 6.795 eV. As for the expectation value of S²: 0.7589. The HOMO energy (spin up / spin down) comes out at -7.082 / -7.090 eV. As for the energy above the lowest of the compared OMol25 structures with the same formula, charge and spin: 42.7 kcal/mol.

A molecular structure, C40H96FGaIN2 at a distorted geometry. Source: OMol25; level of theory: ωB97M-V/def2-TZVPD.

Positions of all 141 atoms, in Å:
C 5.175 -2.173 -4.725
C 4.703 -1.114 -5.750
N 4.971 0.279 -5.441
Ga 3.845 1.138 -4.150
N 4.262 3.028 -4.185
I 4.220 0.324 -1.669
C 1.850 0.899 -4.474
C 1.351 -0.547 -4.506
F 1.465 1.564 -5.670
H 4.383 -2.902 -4.555
H 6.036 -2.712 -5.111
H 5.455 -1.735 -3.772
H 3.643 -1.260 -5.942
H 5.207 -1.357 -6.694
H 5.960 0.419 -5.269
H 5.238 3.136 -3.928
H 3.708 3.485 -3.467
H 1.328 1.402 -3.658
H 1.304 -0.850 -5.551
H 0.388 -0.695 -4.024
H 2.108 -1.180 -4.050
C -3.898 -3.902 -0.524
C -2.568 -3.343 -0.025
C -2.078 -2.135 -0.820
C -1.800 -2.406 -2.299
C -0.781 -3.512 -2.567
C 0.602 -3.208 -1.999
H -3.826 -4.267 -1.549
H -4.221 -4.737 0.100
H -4.678 -3.137 -0.489
H -1.813 -4.134 -0.034
H -2.683 -3.045 1.021
H -1.175 -1.741 -0.347
H -2.825 -1.337 -0.748
H -1.445 -1.479 -2.758
H -2.737 -2.653 -2.809
H -0.697 -3.646 -3.649
H -1.143 -4.466 -2.170
H 0.994 -2.276 -2.407
H 1.306 -4.003 -2.252
H 0.587 -3.120 -0.911
C -2.635 1.262 5.572
C -3.886 1.430 4.714
C -4.973 0.400 5.015
C -4.570 -1.053 4.760
C -4.105 -1.349 3.336
C -5.179 -1.102 2.282
H -2.149 0.301 5.399
H -1.907 2.042 5.345
H -2.883 1.332 6.634
H -3.611 1.391 3.657
H -4.300 2.428 4.883
H -5.862 0.642 4.425
H -5.274 0.499 6.063
H -5.424 -1.696 4.997
H -3.778 -1.339 5.458
H -3.798 -2.397 3.284
H -3.215 -0.761 3.097
H -6.065 -1.710 2.479
H -4.806 -1.364 1.291
H -5.483 -0.055 2.252
C -0.039 -5.609 -5.398
C 1.346 -5.072 -5.047
C 1.856 -4.015 -6.023
C 2.040 -4.491 -7.464
C 2.991 -5.675 -7.625
C 4.415 -5.372 -7.163
H -0.045 -6.111 -6.366
H -0.376 -6.331 -4.651
H -0.770 -4.798 -5.433
H 2.055 -5.903 -4.984
H 1.310 -4.627 -4.049
H 2.803 -3.617 -5.649
H 1.160 -3.171 -6.021
H 2.415 -3.652 -8.058
H 1.068 -4.752 -7.893
H 3.014 -5.961 -8.681
H 2.608 -6.545 -7.084
H 4.829 -4.524 -7.712
H 5.068 -6.231 -7.329
H 4.452 -5.131 -6.099
C -1.244 3.692 8.893
C -2.716 3.596 9.283
C -3.660 4.184 8.236
C -3.476 5.676 7.961
C -3.625 6.586 9.178
C -5.013 6.528 9.809
H -0.921 4.728 8.788
H -0.612 3.227 9.651
H -1.059 3.182 7.946
H -2.874 4.083 10.249
H -2.975 2.543 9.428
H -4.693 3.995 8.544
H -3.525 3.642 7.295
H -4.205 5.980 7.202
H -2.493 5.845 7.513
H -3.423 7.614 8.867
H -2.871 6.344 9.932
H -5.781 6.802 9.082
H -5.087 7.222 10.648
H -5.245 5.531 10.186
C 8.826 -3.282 -5.867
C 8.442 -4.685 -5.406
C 9.401 -5.272 -4.372
C 10.841 -5.451 -4.857
C 10.996 -6.324 -6.101
C 10.519 -7.759 -5.900
H 9.798 -3.273 -6.365
H 8.090 -2.897 -6.573
H 8.868 -2.594 -5.021
H 8.369 -5.349 -6.273
H 7.442 -4.649 -4.966
H 9.009 -6.234 -4.030
H 9.411 -4.623 -3.491
H 11.430 -5.885 -4.042
H 11.282 -4.471 -5.055
H 12.053 -6.339 -6.383
H 10.464 -5.875 -6.943
H 11.061 -8.238 -5.082
H 10.683 -8.351 -6.802
H 9.454 -7.801 -5.670
C -6.687 6.301 4.600
C -6.492 7.583 3.794
C -5.488 8.548 4.422
C -5.872 9.075 5.805
C -7.215 9.799 5.874
C -7.276 11.052 5.005
H -7.093 6.505 5.592
H -7.381 5.629 4.093
H -5.739 5.773 4.722
H -7.456 8.078 3.653
H -6.137 7.319 2.795
H -5.335 9.391 3.741
H -4.518 8.047 4.499
H -5.084 9.755 6.144
H -5.880 8.247 6.522
H -7.401 10.081 6.914
H -8.025 9.119 5.595
H -6.495 11.760 5.290
H -8.238 11.554 5.117
H -7.149 10.816 3.948

Its net charge is -1. The multiplicity is 1. As for the gap between HOMO and LUMO: 6.588 eV. The HOMO energy comes out at -4.744 eV. As for the energy above the lowest of the compared OMol25 structures with the same formula, charge and spin: 2.6 kcal/mol.

8 unconnected molecules or ions with the total composition C5H23N3O7 at a distorted geometry. Source: OMol25; level of theory: ωB97M-V/def2-TZVPD.

Positions of all 38 atoms, in Å:
C -1.476 -2.516 1.580
C -0.237 -1.418 1.615
C -0.033 -0.967 0.258
C -0.247 0.409 0.003
N 0.320 0.609 -1.195
C 0.614 -0.601 -1.728
N 0.458 -1.572 -0.834
N -1.142 -3.686 0.888
H -2.270 -1.941 1.129
H -1.739 -2.727 2.619
H 0.630 -1.843 2.124
H -0.599 -0.664 2.316
H -0.489 1.213 0.683
H 0.236 1.490 -1.679
H 1.249 -0.635 -2.590
H -1.277 -3.635 -0.112
H -0.302 -4.147 1.206
H 3.607 -0.985 -1.612
H 4.443 -0.390 -0.487
O 4.227 -0.273 -1.419
H 2.850 1.159 1.195
H 2.074 -0.147 1.669
O 2.632 0.574 1.926
H 3.063 2.776 -1.790
H 3.201 1.325 -1.301
O 2.619 2.110 -1.250
H -3.158 -0.248 -1.986
H -2.329 -1.450 -2.280
O -2.371 -0.680 -1.699
H -2.088 2.014 -1.317
H -2.468 3.512 -1.140
O -2.803 2.644 -1.382
H 1.371 3.341 1.347
H 0.980 3.344 -0.113
O 0.707 3.688 0.740
H -2.879 -0.329 1.907
H -3.628 0.639 0.995
O -3.747 0.006 1.714

Its net charge is +1. The multiplicity is 2. As for the gap between HOMO and LUMO (spin up / spin down): 10.572 / 5.394 eV. As for the expectation value of S²: 0.7645. The HOMO energy (spin up / spin down) comes out at -13.509 / -12.881 eV.